(1)
This record from the OMol25 dataset describes a cluster of 4 separate species, H8O4 in total at a distorted geometry. The level of theory is the ωB97M-V functional and the def2-TZVPD basis.

Structure (ORCA input):
```
! wB97M-V def2-TZVPD RIJCOSX def2/J DEFGRID3
* xyz 0 1
H -1.146 -0.626 -0.731
H 0.112 -1.212 -1.045
H -0.210 1.444 -1.256
H -1.541 2.077 -0.897
H 0.276 1.336 0.784
H -0.421 0.370 1.632
H 0.818 -1.172 0.964
H 1.838 -2.355 0.715
O -0.508 -0.571 -1.407
O -0.571 2.205 -0.774
O 0.480 0.597 1.384
O 0.872 -2.094 0.632
*
```

Summary:
SMILES string: O.O.O.O
E_HOMO, eV: -11.6
Lowest unoccupied orbital energy, eV: 0.519
Relative energy (zero: lowest compared OMol25 entry of this formula, charge and spin), kJ/mol: 54.12
E, eV: -8320.1151
Orbital gap, eV: 12.087

(2)
This record from the OMol25 dataset describes a cluster of 4 separate species, H8O4 in total at a distorted geometry. The level of theory is the ωB97M-V functional and the def2-TZVPD basis.

Structure (ORCA input):
```
! wB97M-V def2-TZVPD RIJCOSX def2/J DEFGRID3
* xyz 0 1
O -0.533 -1.658 0.773
H -1.129 -2.306 1.081
H 0.226 -1.908 1.291
O -1.836 0.808 -0.336
H -1.497 0.105 0.218
H -1.414 1.548 0.062
O 0.571 -0.363 -1.327
H -0.252 0.120 -1.154
H 0.337 -1.214 -0.966
O 2.160 1.783 0.131
H 1.438 1.968 0.713
H 1.929 1.117 -0.486
*
```

Summary:
SMILES string: O.O.O.O
E_HOMO, eV: -11.1
Lowest unoccupied orbital energy, eV: 0.084
Relative energy (zero: lowest compared OMol25 entry of this formula, charge and spin), kJ/mol: 85.16
E, eV: -8319.7934
Orbital gap, eV: 11.141

(3)
This record from the OMol25 dataset describes a cluster of 4 separate species, H8O4 in total at a distorted geometry. The level of theory is the ωB97M-V functional and the def2-TZVPD basis.

Structure (ORCA input):
```
! wB97M-V def2-TZVPD RIJCOSX def2/J DEFGRID3
* xyz 0 1
O 2.194 0.107 -1.368
H 1.476 -0.539 -1.219
H 2.662 0.069 -0.525
O -0.225 -0.314 2.601
H -0.235 0.600 2.316
H 0.711 -0.449 2.695
O -1.751 0.844 -1.179
H -1.102 1.383 -0.674
H -2.476 1.473 -1.129
O -0.092 -1.182 -0.695
H -0.841 -0.607 -1.023
H -0.322 -1.386 0.202
*
```

Summary:
SMILES string: O.O.O.O
E_HOMO, eV: -10.6
Lowest unoccupied orbital energy, eV: 0.152
Relative energy (zero: lowest compared OMol25 entry of this formula, charge and spin), kJ/mol: 88.39
E, eV: -8319.7599
Orbital gap, eV: 10.723

(4)
This record from the OMol25 dataset describes a cluster of 4 separate species, H8O4 in total at a distorted geometry. The level of theory is the ωB97M-V functional and the def2-TZVPD basis.

Structure (ORCA input):
```
! wB97M-V def2-TZVPD RIJCOSX def2/J DEFGRID3
* xyz 0 1
O -1.025 -2.659 -0.410
H -0.341 -2.073 -0.099
H -1.789 -2.606 0.150
O 2.205 0.146 -1.461
H 2.458 -0.821 -1.594
H 1.550 0.266 -2.146
O 0.223 -0.310 0.545
H 0.046 0.509 0.994
H 1.013 -0.167 0.124
O -1.184 2.298 1.444
H -1.552 2.403 0.576
H -1.599 3.010 1.872
*
```

Summary:
SMILES string: O.O.O.O
E_HOMO, eV: -10.6
Lowest unoccupied orbital energy, eV: 0.563
Relative energy (zero: lowest compared OMol25 entry of this formula, charge and spin), kJ/mol: 93.20
E, eV: -8319.7101
Orbital gap, eV: 11.207

(5)
This record from the OMol25 dataset describes a cluster of 4 separate species, H8O4 in total. The level of theory is the ωB97M-V functional and the def2-TZVPD basis.

Structure (ORCA input):
```
! wB97M-V def2-TZVPD RIJCOSX def2/J DEFGRID3
* xyz 0 1
O 0.174 1.261 0.031
H -0.489 1.802 -0.410
H -0.320 0.511 0.401
O 2.882 1.087 -0.839
H 2.017 1.278 -0.429
H 3.275 1.949 -1.005
O -1.826 -0.663 1.082
H -2.254 -0.487 1.930
H -2.554 -0.789 0.459
O -0.045 -2.277 -0.391
H -0.217 -1.700 -1.142
H -0.644 -1.970 0.314
*
```

Summary:
SMILES string: O.O.O.O
E_HOMO, eV: -10.5
Lowest unoccupied orbital energy, eV: 0.019
Relative energy (zero: lowest compared OMol25 entry of this formula, charge and spin), kJ/mol: 75.06
E, eV: -8319.8981
Orbital gap, eV: 10.532

(6)
This record from the OMol25 dataset describes a cluster of 4 separate species, H8O4 in total. The level of theory is the ωB97M-V functional and the def2-TZVPD basis.

Structure (ORCA input):
```
! wB97M-V def2-TZVPD RIJCOSX def2/J DEFGRID3
* xyz 0 1
O 0.128 0.879 3.037
H -0.617 0.269 3.058
H -0.225 1.699 3.400
O -0.168 -1.016 0.017
H 0.586 -1.257 0.568
H -0.932 -1.041 0.602
O 0.704 1.789 -1.039
H 0.219 2.155 -0.292
H 0.377 0.883 -1.108
O -0.362 -1.462 -2.942
H -0.219 -1.209 -2.020
H 0.510 -1.688 -3.280
*
```

Summary:
SMILES string: O.O.O.O
E_HOMO, eV: -11.0
Lowest unoccupied orbital energy, eV: 0.072
Relative energy (zero: lowest compared OMol25 entry of this formula, charge and spin), kJ/mol: 90.71
E, eV: -8319.7359
Orbital gap, eV: 11.087

(7)
This record from the OMol25 dataset describes a cluster of 3 separate species, H9N3 in total at a distorted geometry. The level of theory is the ωB97M-V functional and the def2-TZVPD basis.

Structure (ORCA input):
```
! wB97M-V def2-TZVPD RIJCOSX def2/J DEFGRID3
* xyz 0 1
N -0.344 -1.712 0.292
H -0.204 -2.680 0.045
H -1.326 -1.477 0.235
H -0.047 -1.562 1.250
N -0.042 0.457 -2.169
H -0.341 1.417 -2.267
H 0.960 0.473 -2.328
H -0.084 0.131 -1.185
N 0.306 1.146 1.655
H -0.075 0.613 0.897
H 1.306 1.151 1.744
H -0.108 2.043 1.830
*
```

Summary:
SMILES string: N.N.N
E_HOMO, eV: -9.6
Lowest unoccupied orbital energy, eV: 0.982
Relative energy (zero: lowest compared OMol25 entry of this formula, charge and spin), kJ/mol: 0.60
E, eV: -4616.4617
Orbital gap, eV: 10.568

(8)
This record from the OMol25 dataset describes a cluster of 4 separate species, H9O4 in total. The level of theory is the ωB97M-V functional and the def2-TZVPD basis.

Structure (ORCA input):
```
! wB97M-V def2-TZVPD RIJCOSX def2/J DEFGRID3
* xyz 1 1
O -0.272 -2.256 1.615
H 0.256 -3.032 1.387
H -0.356 -2.352 2.572
O 1.568 1.754 0.276
H 1.859 2.584 -0.137
H 2.285 1.506 0.879
O -1.543 0.857 -1.599
H -2.506 0.745 -1.639
H -1.271 0.987 -2.522
O 0.244 -0.323 -0.318
H 0.719 0.485 0.082
H -0.562 0.007 -0.881
H -0.011 -0.985 0.371
*
```

Summary:
E_HOMO, eV: -16.3
Lowest unoccupied orbital energy, eV: -3.153
Relative energy (zero: lowest compared OMol25 entry of this formula, charge and spin), kJ/mol: 24.95
E, eV: -8329.8664
Orbital gap, eV: 13.131

(9)
This record from the OMol25 dataset describes a structure of composition H9O4 at a distorted geometry. The level of theory is the ωB97M-V functional and the def2-TZVPD basis.

Structure (ORCA input):
```
! wB97M-V def2-TZVPD RIJCOSX def2/J DEFGRID3
* xyz 1 1
O -1.182 1.162 -0.866
H -1.027 2.152 -0.981
H -0.574 0.953 -1.603
H -0.566 0.761 0.074
O 0.107 0.471 1.099
H 0.341 1.329 1.464
H -0.461 -0.059 1.753
O 0.898 -2.716 2.798
H 0.289 -3.440 3.003
H 1.670 -2.857 3.468
O 0.349 0.811 -3.113
H -0.357 0.165 -3.166
H 0.511 1.268 -3.931
*
```

Summary:
E_HOMO, eV: -14.4
Lowest unoccupied orbital energy, eV: -3.830
Relative energy (zero: lowest compared OMol25 entry of this formula, charge and spin), kJ/mol: 150.29
E, eV: -8328.5673
Orbital gap, eV: 10.603

(10)
This record from the OMol25 dataset describes a cluster of 5 separate species, H9O5 in total at a distorted geometry. The level of theory is the ωB97M-V functional and the def2-TZVPD basis.

Structure (ORCA input):
```
! wB97M-V def2-TZVPD RIJCOSX def2/J DEFGRID3
* xyz -1 1
O 0.170 0.176 0.479
H 0.123 -0.336 -0.309
O 1.016 -3.678 -1.914
H 0.222 -3.240 -2.216
H 1.661 -3.231 -2.471
O 1.761 2.032 1.165
H 2.432 2.111 0.469
H 1.128 1.283 0.839
O -1.186 1.804 -1.037
H -1.331 2.506 -0.365
H -0.576 1.150 -0.482
O -2.044 -0.467 2.149
H -2.293 0.241 1.543
H -1.082 -0.351 2.149
*
```

Summary:
E_HOMO, eV: -4.8
Lowest unoccupied orbital energy, eV: 3.349
Relative energy (zero: lowest compared OMol25 entry of this formula, charge and spin), kJ/mol: 86.98
E, eV: -10384.6733
Orbital gap, eV: 8.134

- Among the records above, which one has the highest E_HOMO?
  H9O5